Record 1
86
Properties=species:S:1:pos:R:3:forces:R:3:mulliken_charge:R:1 method="wB97M-V/def2-TZVPD" energy_ev=-82463.2182 homo_lumo_gap_ev="5.596 / 3.733" total_charge=+3 s_squared=8.7672 spin_multiplicity=6
Ru 0.088 0.197 -0.264 -2.063 0.065 -1.633 -0.732
P -1.383 1.219 1.087 -3.597 2.585 2.789 0.887
P 1.764 -0.020 1.070 4.996 -0.444 3.101 0.457
P -0.664 -1.847 0.542 -1.109 -4.359 0.463 1.001
H -2.689 -2.157 -7.126 -0.549 -0.211 0.945 0.335
C -3.250 -2.515 -6.222 1.246 -0.473 -1.104 -0.214
C -4.196 -1.826 -5.542 -1.897 0.742 0.852 -0.160
H -4.240 -0.726 -5.353 0.038 -1.071 -0.511 0.395
C -1.725 2.993 0.749 0.386 0.169 -0.331 -1.056
C -0.915 1.352 2.872 -0.036 -0.220 -0.161 -1.519
C -3.146 0.646 1.189 0.176 -0.310 -0.003 -1.199
C 3.199 -0.897 0.337 0.089 -0.183 -0.359 -0.962
C 2.596 1.539 1.514 -0.099 0.375 0.117 -1.009
C 1.800 -0.778 2.740 -0.273 -0.116 0.201 -1.460
C -2.044 -2.895 -0.162 -0.162 0.175 -0.224 -1.354
C -1.169 -2.168 2.330 0.102 0.690 0.120 -1.168
C 0.677 -3.119 0.345 0.031 -0.089 -0.105 -1.341
H -3.076 -3.547 -5.878 0.185 0.274 -0.367 0.310
H -5.056 -2.451 -5.170 0.788 0.730 -0.088 0.306
H -2.258 3.067 -0.203 0.101 0.057 0.034 0.388
H -0.773 3.521 0.660 -0.240 0.072 0.026 0.258
H -2.326 3.479 1.529 0.109 -0.473 -0.061 0.643
H 0.111 1.728 2.948 -0.233 -0.092 0.123 0.343
H -0.999 0.364 3.334 0.111 0.262 0.057 0.312
H -1.588 2.049 3.395 0.139 -0.228 -0.300 0.605
H -3.678 0.868 0.256 0.266 -0.026 0.205 0.315
H -3.663 1.158 2.013 0.307 -0.009 -0.186 0.513
H -3.197 -0.428 1.377 -0.100 0.149 -0.110 0.280
H 3.918 -1.126 1.132 -0.177 0.071 -0.068 0.562
H 3.672 -0.257 -0.409 -0.074 -0.085 0.150 0.160
H 2.894 -1.823 -0.150 0.158 0.098 0.048 0.276
H 3.221 1.383 2.401 -0.090 0.034 -0.255 0.720
H 1.856 2.308 1.740 0.181 0.065 0.059 0.191
H 3.222 1.860 0.676 -0.108 -0.006 0.148 0.273
H 2.800 -0.623 3.157 -0.127 -0.035 -0.201 0.646
H 1.598 -1.847 2.720 0.036 0.098 0.068 0.468
H 1.089 -0.286 3.403 0.064 -0.093 0.036 0.382
H -2.004 -3.901 0.281 0.090 0.409 0.004 0.559
H -1.971 -3.001 -1.246 0.054 -0.031 0.198 0.475
H -3.033 -2.466 0.026 0.221 0.048 0.113 0.342
H -1.256 -3.248 2.538 0.101 0.376 -0.513 0.478
H -2.146 -1.705 2.535 0.320 -0.215 -0.093 0.395
H -0.453 -1.763 3.050 -0.229 -0.090 -0.225 0.344
H 0.293 -4.151 0.404 0.004 0.508 0.045 0.521
H 1.472 -3.017 1.094 -0.239 -0.004 -0.290 0.389
H 1.115 -2.967 -0.651 -0.007 -0.186 0.212 0.340
C -1.664 -0.737 -3.478 -1.646 0.338 -0.748 1.713
C -0.731 -1.767 -3.351 -0.601 0.807 -0.495 0.026
C -0.086 -2.086 -4.564 0.380 0.356 -0.098 -0.863
C -0.199 -1.299 -5.748 0.428 -0.858 0.443 -0.498
C -1.091 -0.239 -5.812 -0.437 0.328 0.064 -1.108
C -1.870 -0.013 -4.672 -0.317 -0.383 0.620 -1.533
S -2.917 -0.303 -2.242 -0.553 -0.529 0.335 -0.001
H -4.082 -1.021 -2.625 1.584 0.558 0.117 0.114
H -0.648 -2.185 -2.322 0.376 -0.273 -1.465 -0.335
H 0.531 -2.963 -4.634 0.421 -0.117 0.185 0.593
H 0.433 -1.528 -6.627 -0.461 -0.043 0.703 0.446
H -1.198 0.388 -6.712 0.094 -0.390 0.504 0.430
H -2.711 0.688 -4.585 0.690 0.085 -0.597 0.764
C 0.307 1.795 -3.398 -0.431 -0.023 -0.459 -1.312
P 0.878 1.808 -1.665 1.233 0.946 -3.370 2.552
C 2.631 1.512 -2.063 0.745 0.373 -0.211 0.783
C 3.634 2.465 -1.847 0.273 -0.196 -0.042 -0.649
C 4.968 2.165 -2.099 0.081 -0.414 -0.178 -0.791
C 5.307 0.943 -2.675 0.048 -0.383 -0.043 -0.770
C 4.317 0.021 -3.021 -0.638 0.126 0.071 -0.560
C 2.984 0.317 -2.706 0.196 -0.065 0.163 -0.586
C 0.714 3.582 -1.330 -0.136 0.385 0.826 0.412
C -0.251 4.367 -1.975 0.012 0.106 -0.002 -0.508
C -0.431 5.709 -1.663 0.358 0.059 0.352 -0.886
C 0.360 6.288 -0.663 -0.218 0.153 0.174 -0.702
C 1.315 5.530 0.019 -0.319 -0.065 -0.352 -1.145
C 1.475 4.187 -0.326 0.151 0.548 0.334 -0.657
H 0.502 0.816 -3.861 0.047 0.415 0.260 0.166
H 0.861 2.578 -3.941 -0.176 -0.293 0.170 0.598
H -0.770 1.994 -3.469 0.293 -0.047 0.018 0.389
H 3.419 3.468 -1.527 -0.181 0.056 0.247 0.613
H 5.751 2.874 -1.842 -0.200 -0.034 -0.170 0.499
H 6.341 0.681 -2.871 -0.050 0.188 0.028 0.413
H 4.556 -0.933 -3.514 -0.020 0.579 0.265 0.425
H 2.196 -0.392 -2.947 0.096 -0.147 0.021 0.031
H -0.876 3.950 -2.736 -0.237 -0.204 -0.285 0.366
H -1.188 6.308 -2.179 0.340 -0.295 0.169 0.463
H 0.201 7.331 -0.387 0.098 -0.256 -0.131 0.419
H 1.918 5.974 0.816 -0.203 -0.176 -0.386 0.450
H 2.245 3.655 0.201 -0.014 -0.213 0.034 0.545


Record 2
93
Properties=species:S:1:pos:R:3:forces:R:3:mulliken_charge:R:1 method="wB97M-V/def2-TZVPD" energy_ev=-51555.1428 homo_lumo_gap_ev=6.340 spin_multiplicity=1
Ba 1.917 1.725 1.266 3.340 1.197 2.035 2.275
C 2.343 -3.751 -2.705 -0.062 0.342 0.242 -2.057
C 1.719 -2.656 -1.827 -0.248 -0.528 -0.094 -0.220
C 0.186 -2.717 -1.956 0.362 0.292 0.225 -1.832
C -0.572 -1.887 -0.910 -0.273 -0.859 0.162 2.296
C -0.155 -2.215 0.517 0.107 0.148 -0.064 -2.019
C -2.075 -2.159 -1.031 0.183 0.185 -0.092 -2.114
N -0.216 -0.445 -1.192 0.424 0.630 0.309 1.870
C -1.127 0.228 -2.145 -0.201 0.602 -0.529 -1.500
C -0.572 1.428 -2.900 0.011 0.133 0.149 -0.418
N -0.164 2.588 -2.126 -0.316 -0.393 0.114 1.132
C -1.060 3.036 -1.067 0.255 0.387 0.357 -0.135
C -0.217 3.910 -0.075 -1.684 0.610 -1.241 -0.178
O -0.376 5.119 -0.066 0.078 0.083 0.065 -0.730
O 0.594 3.231 0.614 -1.915 2.399 -0.747 -0.632
C 0.205 3.703 -3.005 0.103 0.173 -0.379 -0.044
C -0.929 4.165 -3.949 0.162 -0.102 0.307 -1.916
C 1.443 3.418 -3.872 0.071 -0.109 0.490 -2.055
C 2.693 2.871 -3.154 0.040 0.448 -0.342 1.916
C 2.943 3.649 -1.867 -0.038 -0.162 -0.174 -1.677
C 3.914 3.072 -4.076 -0.248 -0.123 0.191 -2.026
N 2.485 1.459 -2.791 0.229 -0.284 0.271 0.463
C 2.885 0.467 -3.768 0.090 -0.240 -0.018 -1.527
C 2.300 -0.932 -3.490 0.090 0.220 -0.217 -0.744
N 2.238 -1.295 -2.071 0.295 0.043 -0.069 0.503
C 3.503 -1.065 -1.349 0.019 0.252 0.415 -0.711
C 3.259 -0.145 -0.121 0.839 -2.009 -1.624 0.604
O 2.428 -0.552 0.711 -0.305 -1.765 -0.024 -0.895
O 3.859 0.932 -0.065 1.516 0.597 -0.521 -0.879
H 2.072 -4.726 -2.309 0.006 -0.093 0.025 0.541
H 3.429 -3.672 -2.709 0.095 -0.039 -0.053 0.388
H 1.978 -3.688 -3.727 0.028 -0.033 -0.116 0.379
H 1.971 -2.870 -0.786 -0.063 0.008 -0.073 0.728
H -0.121 -3.759 -1.860 -0.063 0.016 0.038 0.726
H -0.107 -2.393 -2.957 -0.079 -0.062 -0.115 0.103
H -0.207 -3.288 0.683 -0.046 -0.145 -0.041 0.351
H -0.823 -1.720 1.216 -0.083 0.030 0.109 0.657
H 0.851 -1.867 0.733 0.033 -0.061 0.045 0.260
H -2.280 -3.155 -0.649 0.089 -0.078 0.078 0.513
H -2.434 -2.127 -2.055 -0.067 0.033 -0.124 0.399
H -2.642 -1.455 -0.431 -0.152 0.101 0.127 0.402
H -0.159 0.099 -0.315 -0.316 -0.346 -0.171 0.100
H 0.804 -0.487 -1.541 -0.241 0.060 0.022 -0.885
H -2.038 0.510 -1.616 0.050 -0.191 0.020 0.402
H -1.394 -0.492 -2.920 0.035 -0.032 0.183 0.521
H -1.355 1.674 -3.637 0.010 -0.105 0.055 0.424
H 0.323 1.118 -3.439 -0.128 -0.106 -0.133 0.012
H -1.421 2.192 -0.477 -0.046 -0.098 -0.068 0.327
H -1.924 3.613 -1.426 0.081 -0.060 0.061 0.280
H 0.426 4.539 -2.335 0.039 -0.062 -0.107 0.554
H -1.062 3.481 -4.786 -0.020 -0.045 -0.052 0.405
H -0.683 5.139 -4.361 0.013 0.133 -0.034 0.517
H -1.874 4.253 -3.416 -0.068 0.066 -0.028 0.300
H 1.709 4.367 -4.342 -0.001 0.008 -0.126 0.639
H 1.169 2.730 -4.674 0.034 -0.029 -0.182 0.164
H 3.045 4.709 -2.079 0.017 0.179 -0.008 0.367
H 3.853 3.297 -1.386 0.167 -0.017 0.050 0.486
H 2.115 3.516 -1.184 -0.137 0.023 0.170 0.123
H 4.110 4.133 -4.205 0.011 0.111 -0.021 0.475
H 3.756 2.636 -5.060 0.006 -0.010 -0.122 0.405
H 4.797 2.614 -3.634 0.140 -0.020 0.048 0.368
H 3.015 1.299 -1.939 -0.007 0.069 -0.102 0.122
H 3.981 0.375 -3.852 -0.154 0.036 -0.078 0.538
H 2.526 0.762 -4.759 0.031 -0.023 0.047 0.459
H 2.902 -1.642 -4.074 -0.098 -0.003 0.066 0.498
H 1.279 -0.974 -3.882 0.003 -0.029 0.000 0.500
H 4.265 -0.620 -1.986 -0.061 0.012 -0.060 0.352
H 3.910 -2.002 -0.960 -0.009 -0.042 -0.091 0.634
C -4.578 -1.512 7.249 0.032 -0.116 -0.136 -1.644
C -3.920 -2.308 6.113 -0.164 -0.111 0.072 2.075
C -4.963 -2.526 5.014 0.182 0.045 0.186 -2.097
C -3.489 -3.686 6.635 -0.102 0.143 -0.065 -1.628
C -2.693 -1.555 5.622 0.042 -0.090 0.146 0.379
C -1.663 -1.307 6.531 -0.137 -0.052 0.001 -0.584
C -0.508 -0.628 6.189 0.250 0.238 -0.320 -1.753
C -0.391 -0.199 4.884 -0.970 -0.499 0.015 1.206
O 0.605 0.480 4.273 0.562 0.079 0.767 -1.026
B 0.248 0.654 2.935 -1.032 -0.576 0.056 -0.287
O -1.016 0.046 2.753 -0.794 -0.228 -0.057 -0.401
C -1.400 -0.458 3.956 0.228 -0.093 0.853 0.333
C -2.559 -1.122 4.306 0.240 0.119 -0.138 -0.731
H -5.460 -2.037 7.609 -0.150 -0.056 0.079 0.448
H -4.876 -0.528 6.897 -0.063 0.127 -0.026 0.384
H -3.898 -1.378 8.085 0.074 0.021 0.113 0.329
H -5.815 -3.063 5.428 -0.082 -0.039 0.026 0.434
H -4.555 -3.121 4.201 0.022 -0.051 -0.147 0.399
H -5.321 -1.579 4.618 -0.066 0.108 -0.100 0.399
H -4.361 -4.255 6.951 -0.117 -0.103 0.067 0.451
H -2.817 -3.597 7.483 0.101 -0.013 0.104 0.329
H -2.978 -4.241 5.852 0.066 -0.095 -0.076 0.370
H -1.757 -1.649 7.549 -0.072 -0.063 0.144 0.373
H 0.271 -0.439 6.909 0.125 0.028 0.128 0.429
H -3.324 -1.286 3.567 -0.145 -0.046 -0.123 0.529